1.
{
  "formula": "H4N3O3S",
  "method": "ωB97M-V/def2-TZVPD",
  "smiles": "NN(N)S(=O)(=O)[O-]",
  "energy_ha": -790.5622,
  "lumo_ev": 4.223,
  "charge": -1,
  "homo_lumo_gap_ev": 9.5353,
  "fmax_ev_per_a": 3.96,
  "relative_energy_kj_mol": 113.98,
  "species": ["N", "N", "N", "S", "O", "O", "O", "H", "H", "H", "H"],
  "xyz": [[0.52870, -1.30634, 0.05882], [-0.20369, -0.01715, 0.82780], [0.34238, 1.18240, 0.27629], [-1.77312, -0.04893, 0.05273], [-2.59247, -1.21377, 0.45469], [-1.38724, -0.06605, -1.40988], [-2.35614, 1.23694, 0.49184], [-0.25066, -1.93295, 0.01484], [0.49544, -0.89102, -0.84275], [0.20736, 0.99887, -0.78256], [-0.46177, 1.80310, 0.51212]]
}



2.
{
  "formula": "H4N4",
  "method": "ωB97M-V/def2-TZVPD",
  "smiles": "N#N.NN",
  "energy_ha": -221.4117,
  "lumo_ev": 1.283,
  "homo_lumo_gap_ev": 10.7943,
  "fmax_ev_per_a": 2.59,
  "relative_energy_kj_mol": 2.42,
  "species": ["N", "N", "N", "N", "H", "H", "H", "H"],
  "xyz": [[1.81165, 0.97580, -0.05297], [2.06605, 0.25780, -0.85564], [-1.33056, -0.82226, -0.25982], [-1.55328, -0.07713, 0.96659], [-2.13968, -1.50783, -0.48099], [-1.22681, -0.15164, -1.03740], [-1.03148, -0.62166, 1.69583], [-2.55909, -0.05837, 1.23541]]
}



3.
{
  "formula": "H4N4O",
  "method": "ωB97M-V/def2-TZVPD",
  "energy_ha": -296.4364,
  "lumo_ev": [-0.216, -1.321],
  "homo_lumo_gap_ev": [9.0738, 7.1551],
  "fmax_ev_per_a": 2.11,
  "relative_energy_kj_mol": 234.84,
  "species": ["N", "N", "N", "N", "O", "H", "H", "H", "H"],
  "xyz": [[0.76818, 0.90851, -0.65266], [1.49732, 0.22348, 0.28121], [-0.93945, 0.06881, 0.03871], [-1.89673, -0.74196, 0.15250], [-2.20786, -1.56127, -0.70998], [1.31124, 0.60363, 1.22021], [1.16468, -0.74317, 0.36845], [-0.75496, 0.71142, 0.85586], [1.05757, 0.53056, -1.55430]]
}



4.
{
  "formula": "H4N4O2",
  "method": "ωB97M-V/def2-TZVPD",
  "smiles": "N/N=[N+](\\[O-])NO",
  "energy_ha": -371.6849,
  "lumo_ev": 0.772,
  "homo_lumo_gap_ev": 9.4633,
  "fmax_ev_per_a": 2.95,
  "relative_energy_kj_mol": 135.62,
  "species": ["N", "N", "N", "O", "N", "O", "H", "H", "H", "H"],
  "xyz": [[-1.90897, -0.00314, -0.05796], [-0.66851, 0.49904, 0.00902], [0.37758, -0.19298, -0.05298], [0.53263, -1.42338, 0.01113], [1.56082, 0.57648, 0.38155], [2.62534, -0.02917, -0.24448], [-2.16212, -1.04264, 0.11202], [-2.56042, 0.70789, -0.54152], [1.48537, 1.50370, 0.05038], [2.23042, -1.01877, -0.17629]]
}



5.
{
  "formula": "H4N5",
  "method": "ωB97M-V/def2-TZVPD",
  "energy_ha": -275.7455,
  "lumo_ev": -6.257,
  "charge": 1,
  "homo_lumo_gap_ev": 8.2311,
  "fmax_ev_per_a": 5.83,
  "relative_energy_kj_mol": 372.82,
  "species": ["N", "N", "N", "N", "N", "H", "H", "H", "H"],
  "xyz": [[2.99939, -0.17212, 0.24465], [0.75076, 0.05646, -0.29854], [1.85853, -0.05271, -0.06228], [-1.65257, 0.23429, 0.37230], [-2.37436, -0.06597, -0.49742], [3.61910, -1.00071, 0.03792], [-1.63534, -0.56718, 1.07343], [-0.86069, 0.95964, 0.35866], [-2.70482, 0.60830, -1.22873]]
}



6.
{
  "formula": "H4NO2P2",
  "method": "ωB97M-V/def2-TZVPD",
  "energy_ha": -890.3421,
  "lumo_ev": 3.970,
  "charge": -1,
  "homo_lumo_gap_ev": 6.9036,
  "fmax_ev_per_a": 7.20,
  "relative_energy_kj_mol": 361.89,
  "species": ["N", "O", "O", "P", "P", "H", "H", "H", "H"],
  "xyz": [[-0.43953, -1.66227, 0.06672], [-1.39863, 1.39078, -1.19952], [0.47099, -1.00150, -2.29950], [1.24032, 0.92634, -0.00010], [0.23301, -0.47663, -0.92725], [0.04037, -1.69194, 1.00202], [-0.37458, -2.60068, -0.29673], [-1.15316, 2.03914, -0.65651], [1.19105, 1.82056, -1.08677]]
}



7.
{
  "formula": "H4NO2P2",
  "method": "ωB97M-V/def2-TZVPD",
  "energy_ha": -890.2899,
  "spin_multiplicity": 3,
  "lumo_ev": [4.599, 0.783],
  "charge": -1,
  "homo_lumo_gap_ev": [8.2470, 5.3654],
  "fmax_ev_per_a": 4.23,
  "relative_energy_kj_mol": 14.35,
  "species": ["N", "O", "O", "P", "P", "H", "H", "H", "H"],
  "xyz": [[0.46639, 1.19160, 0.14515], [-1.72876, 0.40704, -1.01600], [-1.66845, 0.09385, 1.46850], [0.19903, -1.95264, -0.10826], [-0.92395, 0.04072, 0.17082], [1.00722, 0.70208, -0.54849], [0.10684, 2.03680, -0.16594], [0.67635, -1.60762, 1.12625], [1.86534, -0.91181, -1.07204]]
}



8.
{
  "formula": "H4NO2SSi",
  "method": "ωB97M-V/def2-TZVPD",
  "energy_ha": -895.3224,
  "lumo_ev": 3.800,
  "charge": -1,
  "homo_lumo_gap_ev": 8.5575,
  "fmax_ev_per_a": 3.53,
  "relative_energy_kj_mol": 134.08,
  "species": ["N", "O", "O", "Si", "S", "H", "H", "H", "H"],
  "xyz": [[-3.67814, -0.08401, 1.15900], [-0.59335, -0.11448, -0.08461], [-1.90131, 1.54391, 1.86966], [0.94480, 0.07831, -0.32492], [-2.15732, 0.15789, 1.52836], [-4.48461, 0.57524, 1.37336], [1.51043, -1.19319, 0.31271], [1.51278, 0.02978, -1.82517], [1.53721, 1.24877, 0.29105]]
}